(1)
Formula: C6H10
Source: the Open Molecules 2025 dataset
Level of theory: ωB97M-V with the def2-TZVPD basis set

Calculated values
- HOMO energy: -8.95 eV
- E_tot: -234.5621 Ha
- Max |F|: 0.0049 hartree/bohr
- Energy above the lowest of the compared OMol25 structures with the same formula, charge and spin: 25.4 kcal/mol
- SMILES string: CC1=CC[C@H]1C
- Kohn-Sham gap: 10.124 eV
- Total charge: 0
- LUMO energy: 1.17 eV

```
16
Properties=species:S:1:pos:R:3:forces:R:3
C 2.109 0.267 0.344 -0.01 -0.01 0.05
C 0.630 0.470 0.190 0.00 0.24 -0.03
C -0.024 1.551 -0.243 0.13 0.10 -0.03
C -1.379 0.898 -0.282 -0.18 0.05 -0.01
C -0.674 -0.325 0.391 0.03 -0.14 0.05
C -0.868 -1.692 -0.241 0.05 -0.02 -0.04
H 2.518 -0.434 -0.395 -0.20 0.02 0.14
H 2.602 1.232 0.167 -0.07 -0.19 0.06
H 2.415 -0.087 1.335 -0.17 -0.01 -0.08
H 0.315 2.559 -0.462 -0.03 -0.08 -0.16
H -2.198 1.375 0.266 0.11 -0.12 0.01
H -1.721 0.670 -1.300 0.02 0.03 0.18
H -0.970 -0.374 1.448 0.21 0.02 -0.12
H -1.926 -1.983 -0.199 0.19 0.04 -0.01
H -0.557 -1.692 -1.291 -0.03 -0.01 0.11
H -0.292 -2.457 0.292 -0.05 0.08 -0.12
```
Forces are in eV/Å.

=====

(2)
Formula: C17H41N7O9
Source: the Open Molecules 2025 dataset
Level of theory: ωB97M-V with the def2-TZVPD basis set

Calculated values
- HOMO energy: -8.89 eV
- E_tot: -1732.6868 Ha
- Max |F|: 0.0428 hartree/bohr
- Energy above the lowest of the compared OMol25 structures with the same formula, charge and spin: 0.0 kcal/mol
- SMILES string: C[N+](=O)[O-].C[N+](=O)[O-].CNC(C)=O.CNC(C)=O.CNC(C)=O.CNC(C)=O.CNC(C)=O
- Kohn-Sham gap: 8.767 eV
- Total charge: 0
- LUMO energy: -0.12 eV

```
74
Properties=species:S:1:pos:R:3:forces:R:3
C -0.759 -1.168 -0.514 -1.27 -0.33 -0.73
N -0.875 0.196 -1.132 1.33 -1.71 0.36
O -1.980 0.587 -1.367 -1.18 0.65 -0.22
O 0.150 0.786 -1.398 0.31 0.46 0.01
H 0.261 -1.457 -0.358 0.32 0.33 0.31
H -1.175 -1.873 -1.265 0.19 0.56 0.48
H -1.414 -1.143 0.355 0.26 -0.06 0.14
C 1.082 -4.676 2.932 0.43 -0.23 0.60
N 0.609 -3.288 3.155 -0.39 0.12 0.65
O 0.318 -2.656 2.162 -0.08 0.43 0.17
O 0.516 -2.900 4.322 0.10 -0.30 -1.49
H 0.218 -5.338 2.774 0.32 0.37 0.25
H 1.648 -4.867 3.839 -0.20 -0.63 -0.04
H 1.749 -4.719 2.076 -0.20 0.24 -0.13
C -0.260 3.058 1.237 -0.94 0.21 -1.57
N -1.646 3.426 1.619 -0.14 -0.64 -0.48
C -2.514 2.408 1.817 -0.29 -1.05 1.02
C -4.001 2.745 1.997 0.28 0.40 -0.08
O -2.140 1.229 1.945 -0.25 1.16 -0.35
H -0.276 2.620 0.190 0.19 0.58 1.11
H 0.105 2.265 1.891 0.01 0.45 0.19
H 0.309 3.994 1.222 0.18 -0.51 0.14
H -2.101 4.222 1.180 0.68 0.05 0.23
H -4.394 2.118 2.810 -0.03 -0.17 -0.72
H -4.494 2.621 1.018 -0.07 -0.33 0.57
H -4.230 3.769 2.309 0.49 0.04 -0.14
C -0.689 2.315 -3.986 1.04 -1.53 0.51
N -0.258 3.512 -3.326 0.09 0.49 -0.06
C -0.876 4.148 -2.306 1.08 1.45 -0.24
C -2.262 3.816 -1.976 -1.41 0.01 -0.56
O -0.281 5.022 -1.688 0.21 0.16 0.24
H 0.141 1.582 -3.850 -0.46 0.35 -0.63
H -0.921 2.441 -5.036 -0.09 0.09 -0.19
H -1.492 1.791 -3.463 -0.20 0.57 -0.12
H 0.680 3.870 -3.517 -0.56 -0.32 0.21
H -2.626 4.398 -1.137 0.24 0.07 0.10
H -2.230 2.780 -1.746 -0.58 -1.07 0.46
H -2.987 3.959 -2.803 0.58 -0.13 0.21
C 3.221 0.922 0.052 -1.01 0.94 -0.01
N 4.433 0.740 0.762 1.20 -0.83 1.11
C 5.224 -0.322 0.511 1.20 0.06 0.17
C 6.444 -0.559 1.380 -0.04 0.22 -0.35
O 5.076 -1.071 -0.442 -0.67 -0.31 -0.43
H 3.390 1.702 -0.708 -0.59 -0.53 -0.11
H 2.437 1.245 0.746 0.13 0.21 -0.18
H 2.871 -0.035 -0.323 0.14 0.14 -0.50
H 4.662 1.302 1.570 -0.19 -0.09 -0.21
H 6.273 -1.320 2.113 -0.57 -0.38 0.62
H 6.784 0.334 1.899 0.26 0.02 -0.12
H 7.188 -1.033 0.735 0.13 0.61 0.02
C 2.465 -3.585 -0.557 0.58 0.78 -1.29
N 2.800 -2.464 -1.491 0.30 -0.53 0.94
C 1.938 -2.040 -2.430 -0.15 0.04 0.47
C 2.463 -0.938 -3.350 -1.47 -0.55 0.63
O 0.805 -2.513 -2.492 0.23 0.20 -0.69
H 2.005 -4.410 -1.122 -0.04 0.44 0.25
H 1.836 -3.268 0.279 -0.02 -0.04 -0.18
H 3.439 -3.915 -0.218 0.04 -0.22 0.43
H 3.658 -1.931 -1.301 -0.43 -0.44 -0.16
H 2.442 -1.370 -4.338 0.00 0.23 -0.47
H 3.439 -0.610 -3.085 0.87 0.17 0.18
H 1.759 -0.102 -3.247 0.16 -0.18 -0.34
C -3.134 -2.290 2.681 0.17 0.91 0.26
N -3.632 -1.271 1.801 -0.41 1.47 -1.03
C -4.548 -1.524 0.824 0.55 -0.83 0.52
C -4.802 -0.336 -0.150 -0.94 -1.39 0.31
O -4.996 -2.672 0.703 -0.10 1.43 -0.42
H -2.614 -3.031 2.112 0.18 -0.82 -0.35
H -3.991 -2.717 3.189 0.21 -0.36 0.42
H -2.382 -1.831 3.349 -0.63 -0.22 -0.04
H -3.259 -0.321 1.823 0.15 -0.37 0.33
H -4.228 -0.647 -1.019 0.11 0.46 -0.19
H -4.499 0.655 0.221 -0.05 -0.62 -0.16
H -5.873 -0.365 -0.458 0.74 0.18 0.35
```
Forces are in eV/Å.

=====

(3)
Formula: C53H32BrNO8
Source: the Open Molecules 2025 dataset
Level of theory: ωB97M-V with the def2-TZVPD basis set

Calculated values
- HOMO energy: -8.37 eV
- E_tot: -5269.5612 Ha
- Max |F|: 0.0423 hartree/bohr
- SMILES string: C=CCc1cccc2c1C(=O)N(Br)C2=O.O=C1c2ccccc2C(=O)c2ccccc21.O=C1c2ccccc2C(=O)c2ccccc21.O=C1c2ccccc2C(=O)c2ccccc21
- Kohn-Sham gap: 7.257 eV
- Total charge: 0
- LUMO energy: -1.11 eV

```
95
Properties=species:S:1:pos:R:3:forces:R:3
C 2.091 -2.753 -1.181 -0.25 -0.78 -0.26
C 1.314 -3.679 -1.798 -0.12 0.29 0.03
C 0.102 -3.338 -2.647 -1.13 0.00 1.86
C -1.174 -3.763 -1.940 0.28 0.10 -0.64
C -1.566 -5.102 -1.952 -0.31 0.10 0.23
C -2.703 -5.533 -1.271 0.09 -0.07 0.08
C -3.491 -4.641 -0.556 -0.10 0.10 -0.01
C -3.098 -3.321 -0.556 0.07 0.46 -0.14
C -1.967 -2.870 -1.227 -0.10 -0.58 -0.13
C -1.809 -1.416 -0.996 -0.17 -0.01 0.14
O -0.994 -0.651 -1.417 0.03 -0.03 0.09
N -2.876 -1.020 -0.084 0.55 -0.16 -0.16
Br -2.058 -0.437 1.505 -0.47 0.01 0.03
C -3.740 -2.158 0.106 -0.04 -0.09 0.27
O -4.791 -2.114 0.675 0.10 -0.06 0.18
H 1.646 -2.045 -0.488 -0.01 1.30 -1.32
H 3.162 -2.780 -1.358 0.24 -0.81 1.53
H 1.489 -4.748 -1.676 1.10 0.04 -1.28
H 0.064 -2.267 -2.813 0.14 -0.02 -0.23
H 0.194 -3.885 -3.584 0.12 0.09 -0.07
H -0.964 -5.818 -2.497 -0.02 -0.02 -0.02
H -2.975 -6.581 -1.277 0.05 -0.02 -0.08
H -4.368 -4.946 -0.003 -0.03 -0.07 -0.06
O -6.937 4.314 0.094 -0.01 0.00 0.01
C -6.373 4.418 1.162 -0.04 0.00 -0.12
C -6.158 5.752 1.792 0.04 -0.05 0.06
C -6.632 6.888 1.147 -0.03 0.12 -0.02
C -6.469 8.132 1.732 0.02 -0.01 0.03
C -5.832 8.249 2.963 -0.01 -0.02 -0.03
C -5.345 7.123 3.603 0.00 0.12 0.01
C -5.502 5.872 3.019 -0.04 -0.05 -0.06
C -4.955 4.675 3.715 0.04 0.02 0.13
O -4.338 4.782 4.755 -0.02 -0.01 0.00
C -5.184 3.340 3.094 -0.07 0.06 -0.04
C -4.702 2.207 3.736 0.04 -0.17 0.09
C -4.923 0.953 3.192 -0.07 0.11 0.01
C -5.635 0.823 2.003 -0.02 0.07 0.01
C -6.104 1.953 1.351 0.03 -0.11 0.00
C -5.876 3.215 1.889 0.01 0.04 0.05
H -7.128 6.788 0.192 0.00 -0.09 0.00
H -6.841 9.016 1.229 0.00 0.00 0.00
H -5.714 9.222 3.421 0.01 0.01 -0.01
H -4.842 7.204 4.557 0.05 -0.08 -0.01
H -4.156 2.317 4.663 -0.02 0.09 0.00
H -4.546 0.075 3.701 -0.02 -0.03 -0.03
H -5.815 -0.156 1.585 0.04 -0.02 -0.01
H -6.650 1.862 0.423 0.00 0.08 -0.02
O 4.788 -5.262 -2.189 -0.04 0.03 0.01
C 5.423 -6.218 -2.582 -0.05 0.10 0.04
C 5.868 -7.283 -1.639 0.03 -0.04 -0.06
C 5.529 -7.181 -0.296 -0.02 -0.04 0.11
C 5.904 -8.177 0.589 0.01 -0.02 -0.02
C 6.619 -9.281 0.136 -0.01 0.03 -0.01
C 6.973 -9.380 -1.199 0.02 -0.06 0.11
C 6.604 -8.380 -2.090 -0.05 0.07 -0.03
C 7.010 -8.497 -3.520 0.07 -0.09 -0.04
O 7.692 -9.423 -3.902 -0.01 0.00 0.00
C 6.546 -7.443 -4.467 -0.03 0.03 0.07
C 6.880 -7.547 -5.811 0.00 0.03 -0.12
C 6.434 -6.593 -6.709 -0.02 0.02 0.03
C 5.650 -5.531 -6.270 0.02 -0.03 0.00
C 5.324 -5.416 -4.929 -0.02 0.06 -0.11
C 5.773 -6.368 -4.022 0.03 -0.07 0.02
H 4.969 -6.321 0.047 -0.01 0.03 -0.08
H 5.636 -8.098 1.634 0.00 0.00 0.00
H 6.902 -10.063 0.827 0.01 0.00 0.01
H 7.534 -10.232 -1.559 0.02 0.04 -0.08
H 7.486 -8.378 -6.144 0.00 -0.04 0.08
H 6.693 -6.677 -7.757 0.00 0.00 0.00
H 5.296 -4.791 -6.976 0.01 0.01 0.00
H 4.719 -4.591 -4.578 0.02 -0.02 0.08
O 2.664 4.806 0.335 0.00 0.00 0.01
C 1.776 5.345 0.961 0.07 -0.06 -0.07
C 0.445 4.697 1.126 -0.02 0.07 0.05
C 0.228 3.443 0.567 -0.07 -0.08 0.00
C -0.993 2.812 0.740 0.07 0.10 -0.06
C -2.001 3.428 1.472 0.00 0.00 -0.01
C -1.796 4.684 2.019 -0.11 -0.10 -0.02
C -0.576 5.325 1.843 0.10 0.01 -0.02
C -0.385 6.684 2.423 -0.10 0.05 0.06
O -1.288 7.253 2.999 0.00 0.01 -0.01
C 0.955 7.323 2.277 0.02 -0.07 -0.04
C 1.171 8.575 2.840 0.07 0.10 0.04
C 2.416 9.172 2.740 0.01 -0.03 -0.02
C 3.451 8.521 2.077 -0.03 0.00 0.01
C 3.238 7.279 1.505 0.09 0.09 0.01
C 1.989 6.677 1.598 -0.07 0.00 0.03
H 1.018 2.968 0.002 0.05 0.06 0.02
H -1.163 1.837 0.307 0.06 0.07 -0.09
H -2.949 2.924 1.613 0.00 -0.01 -0.01
H -2.573 5.176 2.587 0.06 0.08 0.02
H 0.361 9.071 3.356 -0.05 -0.07 -0.01
H 2.583 10.146 3.181 0.00 0.00 0.00
H 4.426 8.986 2.007 0.00 0.00 0.00
H 4.036 6.767 0.985 -0.05 -0.06 -0.03
```
Forces are in eV/Å.